# 1
89
Properties=species:S:1:pos:R:3:lowdin_charge:R:1 method="wB97M-V/def2-TZVPD" homo_ev=-1.8 lumo_energy_ev=4.0 total_charge=-2 relative_energy_kcal_mol=3.3 homo_lumo_gap_ev=5.83
N -1.56 1.60 -2.65 0.05
H 2.05 -3.12 -3.54 0.02
C 4.51 -0.57 -2.26 -0.30
H 1.16 -4.02 1.42 0.02
K 0.18 0.12 -0.94 0.37
S 1.67 2.49 -2.69 0.77
C -1.48 -2.35 -3.02 -0.16
C 3.31 -2.75 -0.90 -0.45
H -3.77 0.54 3.68 0.06
N -1.95 0.16 2.12 -0.11
H 3.79 -2.87 -3.81 0.03
H 4.20 -3.27 -1.28 0.07
H -3.96 -2.65 5.62 0.10
C 3.20 3.24 -2.13 -0.25
H 1.06 4.77 -3.10 0.05
C 3.53 -2.26 0.53 -0.45
N -0.50 -2.04 -2.52 0.15
C -0.96 -1.69 6.87 -0.12
C -2.89 -0.90 5.00 -0.29
C -0.77 -0.55 6.11 -0.09
H 5.32 -1.29 -2.42 0.03
C 2.88 4.20 2.15 -0.15
H -3.74 -1.34 -2.21 0.12
H 3.21 0.04 2.42 0.02
H -0.21 -2.00 7.59 0.09
C 1.98 2.20 1.00 -0.44
H -4.21 -4.18 -6.24 0.09
H 1.81 -0.44 3.38 0.03
C 3.06 3.03 1.43 -0.07
H 4.19 -1.39 0.53 0.06
H 2.30 -3.71 2.76 0.02
H 4.44 0.11 -3.11 0.02
C -2.12 -2.44 6.70 -0.11
P 2.86 -1.38 -2.07 0.84
C 1.06 3.85 -3.69 -0.24
H 4.72 0.02 -1.37 0.02
C 1.60 4.61 2.51 -0.15
C -5.10 -2.13 -3.69 -0.07
H -4.92 -0.60 4.38 0.06
O 2.22 1.20 0.23 -0.25
C -2.75 -2.58 -3.65 -0.21
H -3.58 4.13 -3.45 -0.02
C 2.84 -2.37 -3.62 -0.31
H 3.29 -1.45 3.41 0.03
C 1.48 -3.29 2.17 -0.32
H 4.02 -3.03 1.13 0.07
H 4.05 2.71 1.13 0.09
C -4.11 -3.56 -5.36 -0.10
C -1.73 -0.15 5.18 -0.04
H -1.99 -3.86 -5.19 0.11
C -1.84 2.53 0.89 -0.04
H -2.37 1.93 0.14 0.07
H 0.04 3.60 -3.98 0.02
C 2.65 -0.82 2.78 -0.29
H 3.82 3.48 -3.00 0.05
N -0.67 0.61 1.84 0.05
H -6.19 -3.07 -5.28 0.10
C -3.07 -2.05 5.77 -0.07
H -2.42 3.76 -5.04 -0.02
C 0.67 2.58 1.48 -0.11
H -5.97 -1.64 -3.27 0.11
O 2.08 1.43 -3.66 -0.56
C -3.91 -0.50 3.98 -0.47
H 3.67 2.50 -1.49 0.03
H 0.61 -3.11 2.81 0.02
H -1.58 3.48 0.44 0.08
H 1.44 5.53 3.06 0.07
B -3.13 3.27 -4.18 -0.48
C -2.34 -1.00 1.72 -1.17
H 2.98 4.13 -1.53 0.06
H -2.27 -3.34 7.28 0.09
H 2.48 -3.46 -0.94 0.07
C -0.61 1.81 1.38 -0.35
C -2.23 2.29 -3.30 -0.29
S -3.87 -1.55 2.50 0.80
C -3.86 -1.95 -3.10 0.00
H -2.54 2.68 1.71 0.08
P 1.95 -1.71 1.35 0.85
H -4.02 2.61 -4.69 -0.02
C 0.54 3.79 2.17 -0.08
H -0.46 4.08 2.48 0.10
S -1.78 -2.10 0.54 0.40
H 0.14 0.03 6.21 0.10
H 1.70 3.93 -4.56 0.05
H 2.60 -1.72 -4.46 0.03
C -2.87 -3.39 -4.78 -0.04
H 3.75 4.79 2.42 0.08
C -5.22 -2.93 -4.82 -0.10
H -1.56 0.71 4.55 0.10

---

# 2
97
Properties=species:S:1:pos:R:3:lowdin_charge:R:1 method="wB97M-V/def2-TZVPD" homo_ev=-10.9 lumo_energy_ev=-4.8 total_charge=+1 relative_energy_kcal_mol=10.8 homo_lumo_gap_ev=6.11
C -3.01 -3.86 3.49 -0.08
C 3.03 2.10 3.03 -0.11
H 4.22 0.92 -1.43 0.05
C -0.36 2.36 -3.16 -0.09
H 1.13 1.32 3.60 0.11
C 3.49 2.32 -2.89 -0.06
S 0.36 2.16 0.81 0.85
W -0.37 -0.64 0.87 2.01
Cl 5.40 3.10 2.22 0.71
C -3.13 -0.87 3.26 -0.07
C 3.71 1.88 -1.44 -0.23
H -4.68 -2.16 2.34 0.17
H 5.37 0.42 1.24 0.11
H -5.07 0.32 -2.20 0.09
H 1.17 4.41 1.73 0.08
H -2.39 1.63 0.00 0.04
H 4.43 2.32 -3.42 0.08
C 0.90 -4.45 -0.32 -0.60
C -0.49 -1.92 -3.28 -0.08
H 2.82 1.62 -3.39 0.07
H 3.68 -1.34 1.42 0.10
N 2.46 1.70 -0.73 0.04
H 1.58 -2.13 2.32 0.10
H -3.49 -2.59 5.22 0.13
H -2.98 -3.01 -3.06 0.10
C 2.83 5.78 1.40 -0.07
H 2.49 6.40 2.24 0.08
H -2.41 -4.77 3.50 0.12
H 3.18 6.45 0.62 0.08
H -3.54 -1.81 -1.88 0.06
C -2.67 -2.31 -2.29 -0.08
C -2.01 -1.73 3.87 -0.24
H 3.66 5.18 1.75 0.03
H 0.49 2.58 -3.81 0.08
H 4.34 2.61 -0.92 0.11
P -1.61 0.20 -2.23 0.66
O -0.64 0.30 -1.05 -0.47
H 2.08 0.75 -0.73 0.08
H -1.82 -0.03 -5.00 0.08
C 2.12 -4.92 -0.82 -0.70
C -2.63 -2.91 4.64 -0.07
H 3.06 3.32 -2.93 0.07
C -3.27 1.68 -0.66 -0.09
C 2.06 1.12 3.08 -0.10
C 3.13 -4.03 -1.16 -0.69
Cl 4.24 -1.58 -1.39 0.79
Cl -0.35 -5.53 0.13 0.76
O -2.34 -0.95 0.38 -0.20
O -3.21 1.41 2.47 0.17
C 1.69 4.90 0.91 -0.25
H 3.06 4.11 -0.46 0.14
C -2.64 -3.00 2.27 -0.24
O -0.38 -2.47 0.29 -0.21
H -0.66 -2.56 -4.15 0.10
C -1.42 0.97 -4.82 -0.10
H -3.95 0.12 -3.57 0.08
C -3.56 -1.25 0.75 -0.53
H -4.48 1.75 -3.09 0.09
H -1.11 3.14 -3.30 0.09
H -0.62 1.16 -5.54 0.09
C -3.65 -1.84 2.16 -0.06
H 0.95 5.50 0.37 0.12
H -4.06 -4.14 3.48 0.12
H -2.18 -2.87 -1.48 0.08
C 1.14 -1.13 2.47 -0.15
H -3.42 2.72 -0.95 0.10
C -2.55 0.41 2.63 -0.50
C 2.96 -2.65 -1.00 -0.60
Cl 4.62 -4.65 -1.75 0.73
C -4.21 0.75 -2.72 -0.08
N -3.08 0.83 -1.82 -0.28
C 4.44 0.62 1.75 -0.11
C 1.80 2.61 -0.02 -0.70
H -1.27 -1.16 4.43 0.16
N -0.86 1.04 -3.48 -0.30
C 4.21 1.85 2.33 -0.66
O -1.28 0.32 2.27 -0.27
H -0.03 2.37 -2.12 0.05
N 2.21 3.87 0.03 0.03
H -2.21 1.71 -4.99 0.09
O 1.43 -0.88 -0.26 -0.26
O -1.44 -2.33 2.70 -0.13
H -4.14 1.35 -0.10 0.09
H -1.91 -3.36 5.31 0.12
H 0.20 -1.13 -3.55 0.08
H 2.87 3.05 3.50 0.11
C 2.24 -0.12 2.46 -0.31
C 0.73 -3.08 -0.17 -0.34
H -0.05 -2.52 -2.48 0.07
N -1.76 -1.33 -2.87 -0.27
H 0.73 -1.13 3.49 0.08
O -4.53 -1.14 0.03 0.12
Cl 2.35 -6.61 -1.00 0.72
C 3.47 -0.36 1.83 -0.05
H -3.92 -0.59 3.96 0.17
H -2.44 -3.53 1.35 0.14
C 1.76 -2.16 -0.50 -0.34

---

# 3
93
Properties=species:S:1:pos:R:3:lowdin_charge:R:1 method="wB97M-V/def2-TZVPD" homo_ev=-9.8 lumo_energy_ev=-3.3 total_charge=+1 homo_lumo_gap_ev=6.52
C -1.66 1.68 -0.19 -0.24
C -1.47 -0.17 5.04 -0.08
C 0.89 0.06 -3.98 -0.73
C 3.95 -0.30 5.87 -0.21
H -4.94 -3.69 -4.82 0.11
H 5.14 0.48 3.37 0.09
H 3.36 2.00 1.48 0.09
N -1.38 -2.72 -0.51 0.15
H -5.81 -4.95 -5.76 0.12
H 4.43 3.66 3.34 0.12
H 2.29 0.03 2.29 0.08
H 0.47 0.25 3.73 0.05
C 0.73 1.75 -1.12 -0.17
H -4.21 -1.70 -5.83 0.08
F 0.88 3.34 1.50 0.06
O -2.20 -2.76 -6.00 -0.09
H -0.52 -0.60 1.24 0.14
F -1.47 1.75 2.37 0.06
H 5.06 2.02 0.65 0.11
N -4.98 -3.37 -6.92 -0.35
H -5.51 -3.15 -8.98 0.11
H -6.18 -4.61 -8.18 0.11
I 0.14 2.00 -4.53 0.87
H -4.02 -5.20 -7.43 0.14
H -6.55 -3.34 -5.49 0.12
C -2.12 -0.20 6.47 -0.07
H 4.21 2.90 7.23 0.04
F -2.77 0.77 0.13 0.01
C -4.69 -1.88 -6.79 0.01
H 2.29 1.84 3.43 0.03
I -2.63 0.03 -3.07 0.96
H 2.41 3.20 7.51 0.05
H 2.43 3.33 4.51 0.10
H -2.94 -4.52 -5.27 0.12
C 0.35 -0.69 -2.89 -0.68
F 0.26 5.98 0.87 0.07
H -1.74 -4.69 -6.55 0.14
C -0.51 3.72 1.29 -0.15
C 2.92 2.30 4.27 -0.28
H 2.08 -0.57 -0.75 0.07
H -3.34 -3.75 -8.22 0.14
C -2.60 -4.10 -6.22 -0.21
H -5.64 -1.35 -6.80 0.11
C -5.62 -3.88 -5.65 0.02
C 4.15 -0.06 0.88 -0.19
H 0.58 0.86 1.27 0.10
F -2.85 3.14 1.29 0.07
C -5.97 -3.54 -8.07 0.01
H 3.00 -0.86 -4.33 0.06
H 4.31 -0.21 -0.24 0.11
Si 2.76 1.24 5.88 0.55
H 1.37 -1.92 0.27 0.08
H -1.63 0.24 8.78 0.09
C -3.71 -4.16 -7.28 -0.07
H 2.43 0.25 -5.71 0.07
H -1.66 -2.73 -5.19 0.09
F -1.86 5.58 0.17 0.11
H 5.05 0.06 5.80 0.05
H 1.70 -1.44 -5.50 0.07
C -1.24 0.22 7.69 -0.07
C 3.20 2.36 7.40 -0.22
H 2.95 -1.65 1.91 0.12
H 0.91 0.92 8.36 0.08
F -0.84 4.31 2.59 0.07
H 3.83 -0.92 6.84 0.05
C 2.09 -0.52 -4.93 -0.22
H 4.98 -0.70 1.40 0.11
C -0.83 -0.28 -1.89 -0.71
C 4.45 2.61 3.85 -0.24
H -3.20 -0.51 6.64 0.08
H -4.07 -1.57 -7.62 0.12
C 2.74 -0.61 1.44 -0.17
H -6.88 -3.00 -7.83 0.11
C 0.23 -0.03 0.60 -0.12
C 0.90 0.67 6.01 -0.22
C 5.10 1.51 2.87 -0.20
C -1.53 2.52 1.14 -0.17
N 1.68 2.41 -1.49 0.18
H -2.10 -0.47 4.12 0.08
I 1.26 -2.71 -2.74 0.95
C 1.61 -0.78 0.27 -0.20
C 4.37 1.46 1.40 -0.20
F -0.09 4.75 -1.02 0.09
C 0.25 0.64 7.45 -0.07
C -0.59 4.96 0.29 -0.29
H 3.67 -1.02 5.00 0.04
C -0.47 0.73 -0.68 -0.23
H 3.24 1.70 8.35 0.04
H 6.20 1.81 2.66 0.12
C 0.02 0.24 4.78 -0.07
C -1.22 -1.69 -1.15 -0.37
F -2.08 2.66 -1.19 0.01
H 5.06 2.64 4.83 0.10

---

# 4
107
Properties=species:S:1:pos:R:3:lowdin_charge:R:1 method="wB97M-V/def2-TZVPD" homo_ev=-2.9 lumo_energy_ev=1.6 total_charge=-1 homo_lumo_gap_ev=4.53
H 1.29 -2.72 2.53 0.03
H 1.61 -0.08 -5.96 0.13
H 7.94 1.58 -3.03 0.13
N 1.01 -1.79 2.86 0.10
O 1.34 -0.88 7.44 0.05
H 2.11 2.84 -2.92 0.13
C 8.51 1.65 -2.10 -0.12
C 5.81 0.31 3.78 -0.12
C 4.60 -0.57 3.58 -0.12
O 7.99 -0.21 -0.87 0.06
H 8.89 2.67 -2.00 0.13
H 0.22 -0.85 4.85 0.09
C -1.86 4.27 -2.72 -0.10
H -0.52 0.69 5.32 0.12
H -4.88 1.28 1.45 0.13
O 2.55 -0.12 -4.10 0.05
C 9.17 -0.42 -1.50 -0.58
O -6.67 3.12 0.31 0.06
H -5.33 -7.99 1.76 0.13
H -4.26 -1.84 -2.10 0.14
O 4.10 3.28 -3.41 0.07
H 8.06 1.65 0.03 0.14
C 5.08 3.82 -2.65 -0.59
H 1.47 1.03 2.03 0.09
O 4.73 3.85 -1.35 0.06
H -7.22 1.77 1.79 0.13
C 2.18 -0.10 6.71 -0.58
C 3.12 2.72 -2.52 -0.10
C -6.10 -2.73 -1.34 -0.13
O 9.77 -1.45 -1.50 0.15
H 0.24 0.54 3.16 0.07
O 1.17 -1.58 -3.15 0.07
H 3.32 1.66 -2.39 0.10
H 6.64 1.37 -1.00 0.13
H 2.75 4.43 -1.22 0.13
C 7.71 1.20 -0.90 -0.11
N -0.40 1.08 1.18 -0.15
O -4.30 -6.83 0.38 0.07
O 5.53 1.41 2.93 0.05
O -5.29 4.07 -1.17 0.15
O -1.29 3.04 -3.18 0.07
H 1.15 -0.64 -0.25 0.05
O -1.84 4.19 -5.01 0.06
O -3.36 -1.06 1.83 0.01
C 0.93 -0.99 1.84 -0.39
H -6.96 -6.33 1.10 0.13
C -6.89 -1.32 -2.92 -0.58
H 3.14 2.94 -0.35 0.13
C -2.43 -0.25 2.03 -0.36
C -4.95 -6.98 1.64 -0.12
H -6.29 -5.49 2.52 0.13
O -0.60 2.32 -5.20 0.14
O 2.71 -0.50 -1.89 0.14
H -2.51 4.11 -1.86 0.13
H -4.60 -3.46 -2.75 0.11
C -4.54 -5.58 -0.08 -0.55
O 3.62 2.38 2.23 0.16
H -0.61 -1.50 7.04 0.13
O 3.58 0.37 3.26 0.05
H -5.57 0.10 0.32 0.12
H 0.38 -2.34 -4.92 0.13
C 0.54 0.46 2.11 -0.30
F -2.26 0.23 3.31 0.05
H 4.33 -1.13 4.47 0.13
H 0.59 -2.28 0.20 0.08
H -4.24 -6.76 2.44 0.14
O 3.35 0.02 6.91 0.13
H -2.61 5.85 -4.02 0.13
H 6.74 -0.18 3.50 0.13
H -0.43 0.15 7.69 0.13
C 1.27 -1.47 0.44 -0.06
C 1.89 -0.79 -5.18 -0.11
C -6.88 1.78 0.76 -0.12
C -2.60 4.76 -3.94 -0.11
H -5.70 -2.64 -0.34 0.12
H -7.64 1.32 0.12 0.13
C 0.69 -1.40 -4.49 -0.10
O 6.12 4.21 -3.08 0.13
H -0.15 -0.73 -4.47 0.12
H 2.28 -1.90 0.39 0.07
O 1.52 0.50 5.71 0.07
H -1.04 4.94 -2.42 0.13
C -5.61 3.12 -0.52 -0.57
H -3.62 4.39 -3.98 0.13
O 9.58 0.71 -2.14 0.06
H -2.19 0.85 0.26 0.10
C -6.05 -5.94 1.56 -0.11
O -7.63 -0.59 -3.50 0.15
C 4.18 1.47 2.76 -0.56
O -5.81 -1.92 -3.47 0.06
C -5.05 -2.53 -2.41 -0.11
H -6.62 -3.69 -1.44 0.13
H 5.90 0.66 4.81 0.13
C 0.00 -0.60 7.01 -0.12
O -5.48 -4.96 0.68 0.04
C 0.21 -0.06 5.61 -0.14
O -7.03 -1.67 -1.62 0.05
O -4.01 -5.09 -1.02 0.17
C -1.19 3.11 -4.52 -0.59
C 3.33 3.51 -1.25 -0.09
H -1.30 -0.68 0.31 0.10
O -4.97 1.93 -0.51 0.06
C -5.52 1.15 0.58 -0.11
C -1.51 0.25 0.88 -0.31
H 4.72 -1.26 2.74 0.13
C 2.19 -0.72 -2.94 -0.55
H 2.57 -1.54 -5.60 0.13

---

# 5
94
Properties=species:S:1:pos:R:3:lowdin_charge:R:1 method="wB97M-V/def2-TZVPD" homo_ev="-0.3 / -1.4" lumo_energy_ev="4.2 / 4.2" total_charge=-2 multiplicity=3 relative_energy_kcal_mol=18.3 homo_lumo_gap_ev="4.48 / 5.55"
H -1.18 4.49 -2.60 0.03
C -2.48 -0.62 1.37 -0.32
H 4.79 -3.47 1.11 0.07
C 2.26 3.26 4.06 -0.13
H 3.40 -6.50 -0.19 0.07
C 1.51 3.80 -5.58 -0.11
O 3.04 -1.70 -0.67 -0.32
C 0.09 3.21 -3.74 -0.17
C 0.47 1.86 -3.86 -0.09
C 1.90 2.47 -5.71 -0.11
H 3.12 3.13 4.71 0.09
P 1.89 -2.84 -0.46 0.92
H -3.47 7.85 0.65 0.06
S -2.56 6.07 -1.34 0.50
H 3.87 -6.36 -1.89 0.07
C -3.16 -3.53 -1.21 -0.10
H -4.65 -4.43 0.09 0.08
H 1.83 5.25 4.77 0.08
H 0.48 -0.93 3.23 -0.02
O 2.80 -4.09 -1.12 -0.32
C -3.83 5.36 -0.44 -1.37
C 0.44 4.60 3.27 -0.11
C 4.07 0.13 -1.79 -0.07
N 0.40 1.39 1.52 -0.21
N -0.81 3.55 -2.74 0.12
H 5.03 -2.91 2.78 0.07
H 1.68 -5.26 -2.39 0.11
H -1.86 3.03 -1.05 0.05
H -5.25 8.01 0.84 0.08
H -2.91 -4.44 -1.74 0.08
Ti -1.15 -0.10 -0.29 1.06
H 2.51 -7.40 -1.43 0.07
H -0.84 -3.37 0.73 -0.01
N 1.15 0.28 1.38 0.01
H 1.67 0.47 -4.94 0.10
C 1.38 1.52 -4.85 -0.04
H 2.45 -1.08 -2.56 0.10
H -3.96 -3.12 3.44 -0.01
N -0.08 -0.38 -3.15 0.08
C -1.14 -3.57 1.76 -0.20
C -1.39 -2.19 -2.38 -0.11
O 2.11 -3.15 1.12 -0.32
C 3.06 -2.53 1.98 -0.30
C 0.61 4.17 -4.60 -0.03
H -0.81 3.69 1.76 0.11
H 2.61 2.19 -6.47 0.09
H 2.45 1.30 3.19 0.09
O 0.49 -0.56 0.53 -0.37
C -4.10 -3.52 -0.13 -0.15
N -0.75 -1.02 -2.16 -0.17
C -4.45 7.59 0.23 -0.18
H 4.08 -4.37 2.46 0.07
C 0.78 2.39 2.37 -0.20
H -4.32 -0.35 0.29 0.12
C -1.22 2.65 -1.84 -0.14
C -2.48 -2.36 -1.48 -0.35
C 0.05 3.59 2.41 -0.01
C -3.19 -2.51 3.92 -0.23
C 1.54 4.45 4.10 -0.14
C -3.56 -1.14 0.40 -0.43
H -1.94 -4.32 1.73 0.01
H 1.92 4.56 -6.25 0.09
H 1.99 -0.02 -1.23 0.09
H -4.50 7.97 -0.79 0.06
H 3.90 0.93 -2.52 0.07
O -4.65 6.18 0.27 -0.29
H 3.29 -1.53 1.62 0.10
C -4.29 -2.43 0.65 -0.11
H -5.01 -2.46 1.47 0.08
S -4.20 3.74 -0.27 0.53
H 0.31 5.21 -4.48 0.11
C 2.08 -5.29 -1.37 -0.35
C -0.40 -1.22 3.80 -0.22
H -2.73 -3.10 4.72 0.00
H 1.24 -5.39 -0.69 0.10
H -0.77 -0.34 4.35 0.02
N -0.93 1.39 -1.89 0.05
H -1.19 -2.81 -3.24 0.10
H -3.67 -1.64 4.37 0.01
C 4.32 -3.37 2.09 -0.08
O -0.66 1.57 0.72 -0.23
Ge -1.80 -1.94 2.62 0.79
C -0.16 0.90 -2.97 -0.29
H 4.87 -0.51 -2.16 0.07
H -0.13 -1.98 4.53 0.01
H -0.14 5.52 3.28 0.09
H -2.77 0.28 1.94 0.04
H 2.57 -2.43 2.95 0.11
H 4.37 0.57 -0.85 0.08
H -0.28 -3.97 2.30 0.01
C 3.02 -6.46 -1.21 -0.09
C 1.90 2.23 3.22 -0.04
N -2.74 -1.18 -0.81 -0.08
C 2.79 -0.65 -1.61 -0.32